# 1
{"formula": "C5H14N3", "method": "the ωB97M-V functional and the def2-TZVPD basis", "species": ["C", "C", "C", "C", "C", "N", "N", "N", "H", "H", "H", "H", "H", "H", "H", "H", "H", "H", "H", "H", "H", "H"], "positions_angstrom": [[0.481031, 1.152000, -0.198587], [2.909231, 0.193665, -0.801253], [-1.053907, 0.954030, -0.045930], [-3.261050, 0.055074, 0.083324], [1.572553, -0.719684, 1.036391], [-1.275555, -1.237397, -0.709734], [-1.822878, -0.031721, -0.283658], [1.383349, -0.049710, -0.261218], [0.742999, 1.829358, -0.999896], [0.621184, 1.762070, 0.663422], [3.347746, 0.743265, 0.078401], [2.852749, 0.757223, -1.648636], [-1.528187, 1.739956, 0.525741], [-3.384318, 0.168865, 1.234910], [-3.942925, 0.737413, -0.423625], [-3.722929, -0.846909, -0.226416], [2.147163, -1.707076, 1.097748], [2.069336, -0.147791, 1.799480], [0.724312, -1.105274, 1.707098], [3.167576, -0.829991, -0.848319], [-1.795187, -2.036034, -0.980467], [-0.232301, -1.381341, -0.798770]], "forces_ev_per_a": [[-0.4, -1.4, 0.0], [-3.7, -0.1, 5.0], [7.1, 7.1, 1.9], [0.1, -0.8, 1.6], [-0.5, -2.2, 2.2], [1.1, 2.2, 0.9], [-5.7, -8.8, -3.0], [0.4, -0.2, -0.1], [-0.1, -0.1, -0.7], [0.8, 0.5, 1.1], [0.2, -0.6, -1.2], [0.1, 1.2, -2.4], [0.1, 0.0, 0.0], [0.5, -0.1, -1.9], [1.1, 1.0, -0.2], [-0.2, -1.4, 0.1], [-0.3, 1.3, -1.3], [0.6, 1.0, 0.1], [-0.2, 1.0, -1.7], [1.1, -0.6, -0.5], [-1.5, -0.4, 0.0], [-0.6, 1.4, 0.4]], "nbo_charge": [-0.2772, -0.3601, -0.0057, -0.4441, -0.4972, -0.3273, -0.1358, -0.4953, 0.2354, 0.2148, 0.1968, 0.2060, 0.2133, 0.2445, 0.2609, 0.2260, 0.2307, 0.1983, 0.2149, 0.2181, 0.4170, 0.4659], "largest_force_ev_per_a": 10.88, "spin_multiplicity": 3, "s_squared": 2.008, "total_charge": 1, "homo_energy_ev": [-10.7365, -12.7997], "de_lowest_kcal_mol": 69.96, "lumo_energy_ev": [-2.91, -7.19], "total_energy_ev": -9868.840}

***

# 2
{"formula": "C47H43Br2F5O16S", "method": "the ωB97M-V functional and the def2-TZVPD basis", "species": ["C", "C", "C", "C", "C", "Br", "C", "C", "Br", "C", "O", "C", "C", "C", "C", "C", "C", "C", "C", "C", "C", "C", "C", "C", "C", "C", "C", "S", "O", "O", "C", "F", "F", "C", "F", "F", "F", "C", "C", "C", "O", "H", "H", "H", "H", "H", "H", "H", "H", "H", "H", "H", "H", "H", "H", "H", "H", "H", "H", "H", "H", "H", "H", "H", "H", "H", "H", "H", "H", "H", "H", "H", "O", "C", "C", "C", "O", "C", "O", "C", "C", "O", "H", "H", "H", "H", "O", "C", "C", "C", "O", "C", "O", "C", "C", "O", "H", "H", "H", "H", "O", "C", "C", "C", "O", "C", "O", "C", "C", "O", "H", "H", "H", "H"], "positions_angstrom": [[3.429929, 1.538954, 0.321920], [2.810155, 0.562290, 0.064463], [2.117957, -0.587277, -0.377692], [0.871131, -0.527371, -0.875560], [0.099885, 0.719224, -0.992918], [-0.072930, 1.434038, -2.733913], [-0.453503, 1.280084, 0.081229], [-0.364848, 0.784172, 1.485293], [-1.476520, 2.875493, -0.080754], [0.213556, -1.797146, -1.312563], [-0.579544, -1.829558, -2.213082], [0.593566, -3.005123, -0.505845], [-0.320794, -4.044581, -0.281410], [-1.733006, -4.119631, -0.803458], [-1.863264, -4.581443, -2.275678], [-0.699495, -5.444350, -2.805762], [0.162572, -4.696556, -3.848166], [1.671559, -4.823750, -3.603853], [2.287109, -6.086913, -4.238480], [3.406052, -6.719870, -3.392165], [4.796026, -6.618672, -3.999592], [5.823172, -7.332526, -3.108513], [7.166252, -7.598609, -3.797841], [8.301721, -6.573897, -3.513271], [7.864584, -5.237624, -2.918428], [0.115395, -5.097346, 0.527795], [1.382309, -5.130412, 1.082523], [1.867943, -6.445897, 2.141995], [3.181611, -6.221500, 2.664721], [0.860102, -6.600993, 3.154062], [1.807006, -8.041228, 1.196778], [2.200100, -8.960049, 2.090124], [0.554755, -8.335221, 0.837838], [2.787779, -8.108003, -0.040193], [3.612693, -9.148669, 0.083485], [3.529786, -7.001048, -0.121078], [2.073001, -8.273680, -1.154069], [2.284119, -4.113022, 0.819768], [1.886435, -3.048531, 0.035507], [2.802630, -1.915107, -0.266889], [3.986290, -2.045163, -0.389292], [3.942120, 2.451770, 0.494791], [-1.290817, 0.276880, 1.753317], [0.457515, 0.094143, 1.630561], [-0.231805, 1.614622, 2.172629], [-2.153254, -3.115461, -0.737191], [-2.336028, -4.716116, -0.126525], [-2.770545, -5.182857, -2.335147], [-2.049908, -3.736448, -2.923351], [-1.151940, -6.279463, -3.337827], [-0.088814, -5.885873, -2.021535], [-0.031093, -5.116792, -4.834666], [-0.105844, -3.646233, -3.915608], [2.139863, -3.976340, -4.109442], [1.922443, -4.755397, -2.545069], [2.690864, -5.862153, -5.223761], [1.477715, -6.804514, -4.377618], [3.446001, -6.295831, -2.388131], [3.174396, -7.777426, -3.263106], [5.083048, -5.579248, -4.162786], [4.837115, -7.137315, -4.957867], [5.376097, -8.308382, -2.903425], [5.920307, -6.842812, -2.141557], [7.519435, -8.560493, -3.430374], [7.035768, -7.690879, -4.873369], [9.085733, -7.027368, -2.913078], [8.771390, -6.353510, -4.473361], [7.636076, -5.382212, -1.861329], [6.974521, -4.824055, -3.379271], [8.692814, -4.535010, -2.931784], [-0.560769, -5.917766, 0.731591], [3.273039, -4.152555, 1.257278], [-0.671139, 9.988948, 2.607435], [-0.741657, 8.775789, 2.605324], [-0.231031, 7.938790, 1.532067], [-0.362593, 6.606864, 1.597579], [0.088253, 5.801337, 0.640762], [-1.034102, 5.937745, 2.767557], [-1.132279, 4.724938, 2.760291], [-1.524965, 6.773418, 3.850795], [-1.391275, 8.104690, 3.783924], [-1.819373, 8.917360, 4.744485], [0.247406, 8.431563, 0.697651], [-0.134609, 4.882423, 0.894282], [-1.990453, 6.280467, 4.692540], [-1.605444, 9.827711, 4.451755], [-8.011232, 0.435062, -1.673495], [-7.293053, 1.345930, -1.305816], [-6.540996, 1.329795, -0.063567], [-5.783022, 2.381019, 0.277990], [-5.079675, 2.401476, 1.405788], [-5.687234, 3.602304, -0.599588], [-4.999210, 4.534971, -0.231404], [-6.424535, 3.606767, -1.853157], [-7.177370, 2.552729, -2.191894], [-7.872397, 2.494543, -3.322325], [-6.620222, 0.449146, 0.557935], [-4.615807, 3.259629, 1.432487], [-6.336296, 4.480888, -2.482419], [-8.325947, 1.629834, -3.315215], [-6.278502, 14.165397, 7.434262], [-5.481846, 13.679577, 6.654266], [-5.796004, 12.580565, 5.757207], [-4.850802, 12.096615, 4.940862], [-5.071599, 11.096421, 4.095564], [-3.455295, 12.657214, 4.923225], [-2.646934, 12.150927, 4.165341], [-3.146798, 13.769910, 5.802525], [-4.093073, 14.256438, 6.616943], [-3.880041, 15.271397, 7.444628], [-6.801088, 12.184179, 5.780044], [-4.227665, 10.944607, 3.628732], [-2.145498, 14.175205, 5.769126], [-4.723316, 15.417022, 7.915484]], "forces_ev_per_a": [[0.6, 1.3, 0.3], [-0.3, -0.9, -0.6], [-0.4, 0.0, 0.0], [0.2, -0.1, 0.0], [-0.2, 0.3, 0.1], [0.1, -0.2, 0.1], [0.0, 0.3, -0.3], [-0.1, -0.1, 0.1], [-0.1, -0.2, -0.1], [0.4, -0.1, 0.4], [-0.4, 0.0, -0.2], [-0.3, -0.2, -0.1], [0.2, -0.3, 0.3], [0.2, 1.1, -0.4], [-0.2, -0.9, 0.5], [-0.6, 0.3, -1.1], [0.6, -0.3, 0.3], [0.1, 0.4, -1.0], [-0.1, 0.0, 0.9], [0.0, -0.1, -0.4], [0.4, -0.3, 0.5], [-0.4, -0.4, -0.6], [0.5, 0.3, 0.9], [-0.3, 0.3, -1.0], [0.3, -0.6, 0.8], [-0.2, -0.3, 0.1], [0.1, 0.2, -0.9], [-0.4, 0.7, 2.6], [0.5, -0.2, -1.1], [-0.6, -0.3, -0.8], [0.7, -0.5, -0.1], [0.0, 0.2, 0.1], [0.0, 0.4, -0.2], [-0.1, -0.5, 0.1], [-0.2, 0.2, 0.0], [-0.3, -0.1, -0.1], [0.1, 0.3, 0.2], [0.6, -0.1, 0.2], [-0.6, -0.2, -0.2], [-0.3, -0.1, 0.2], [0.5, 0.0, 0.1], [0.1, 0.0, 0.2], [-0.1, 0.0, 0.1], [0.1, -0.1, -0.1], [0.0, 0.1, 0.0], [-0.1, 0.1, 0.0], [0.1, -0.4, 0.0], [-0.1, 0.0, 0.1], [0.2, 0.2, -0.1], [0.0, -0.3, 0.2], [0.1, 0.1, 0.2], [-0.1, 0.0, -0.1], [-0.1, 0.1, 0.2], [0.2, 0.2, 0.3], [-0.1, 0.0, 0.1], [-0.1, 0.1, -0.2], [0.0, -0.2, -0.1], [-0.2, 0.1, 0.0], [0.1, -0.1, 0.1], [-0.1, 0.1, -0.1], [-0.2, 0.1, -0.2], [0.0, -0.1, 0.2], [0.1, 0.1, 0.0], [0.1, -0.2, -0.2], [-0.2, -0.1, -0.1], [0.0, 0.0, 0.3], [0.2, 0.0, 0.0], [-0.2, 0.1, 0.1], [0.1, 0.2, -0.3], [0.0, 0.2, -0.2], [-0.1, 0.0, 0.0], [0.1, 0.1, -0.1], [-0.1, 0.0, 0.2], [0.2, -0.1, -0.4], [0.0, 0.1, 0.0], [0.2, 0.2, -0.3], [-0.1, -0.1, 0.3], [-0.1, 0.1, 0.3], [0.1, -0.1, -0.1], [0.0, -0.1, -0.1], [-0.2, -0.2, 0.3], [0.1, 0.2, -0.3], [0.0, 0.0, 0.0], [0.0, 0.1, 0.0], [0.0, 0.0, 0.0], [0.0, 0.0, 0.0], [-0.1, 0.1, -0.2], [0.1, -0.2, 0.4], [-0.1, -0.1, -0.1], [-0.1, -0.4, 0.2], [0.1, 0.4, -0.2], [-0.1, 0.2, -0.4], [0.2, -0.1, 0.3], [0.1, 0.1, 0.1], [0.0, 0.3, -0.2], [0.0, -0.2, 0.1], [0.0, 0.0, 0.0], [0.0, 0.0, 0.0], [0.0, 0.0, 0.0], [0.0, 0.0, 0.0], [0.1, 0.2, 0.1], [-0.3, -0.3, -0.2], [-0.1, 0.1, 0.1], [-0.3, -0.1, 0.0], [0.2, 0.1, 0.0], [0.2, 0.3, 0.2], [-0.1, -0.3, 0.0], [0.1, -0.1, -0.1], [0.3, 0.1, 0.0], [-0.2, -0.1, 0.0], [0.0, 0.0, 0.0], [0.0, 0.0, 0.0], [0.0, 0.0, 0.0], [0.0, 0.0, 0.0]], "mulliken_charge": [0.1791, -0.8142, 1.1785, -0.2017, -0.4885, -0.0683, 0.4378, -1.2380, -0.1637, 0.3904, -0.5733, 0.9704, 0.4487, -1.4197, -0.9374, -0.2232, -1.3786, 0.0347, -0.9922, 0.1293, -0.9733, -0.2389, -0.8911, -0.4125, -1.0575, -0.6213, -0.4672, 1.5163, -0.6882, -0.7429, 0.6458, -0.2585, -0.2439, 0.7584, -0.3013, -0.2598, -0.2529, -1.0661, 0.7328, -0.3464, -0.5798, 0.4955, 0.3393, 0.2331, 0.3472, 0.3115, 0.5451, 0.5079, 0.3826, 0.6218, -0.0517, 0.5633, 0.5981, 0.4602, -0.2554, 0.4528, 0.4538, -0.1994, 0.3334, 0.1932, 0.3035, 0.4762, 0.1109, 0.3256, 0.3982, 0.3306, 0.2721, 0.2780, 0.1954, 0.4124, 0.4644, 0.6217, -0.5681, 1.1321, -1.0178, 0.4103, -0.5570, 1.1015, -0.5279, -1.0329, 0.3487, -0.6124, 0.4483, 0.1096, 0.4404, 0.2883, -0.6284, 1.0168, -0.8872, 0.4181, -0.5677, 0.9800, -0.6212, -1.0659, 0.3881, -0.5736, 0.4347, 0.3011, 0.4270, 0.3630, -0.6174, 1.0003, -0.9331, 0.3707, -0.5789, 1.0553, -0.5922, -1.0906, 0.4041, -0.5681, 0.4291, 0.3323, 0.4347, 0.3624], "largest_force_ev_per_a": 2.74, "total_charge": 0, "homo_energy_ev": -9.5068, "smiles": "C#CC1=C(/C(Br)=C(\\C)Br)C(=O)c2c(CCCCCCCCCCCC)cc(S(=O)(=O)C(F)(F)C(F)(F)F)cc2C1=O.O=C1C=C(O)C(=O)C=C1O.O=C1C=C(O)C(=O)C=C1O.O=C1C=C(O)C(=O)C=C1O", "lumo_energy_ev": -1.89, "total_energy_ev": -246698.968}

***

# 3
{"formula": "C25H29I2N5O2SV", "method": "the ωB97M-V functional and the def2-TZVPD basis", "species": ["V", "C", "C", "C", "C", "C", "C", "H", "H", "H", "H", "H", "H", "I", "C", "C", "C", "I", "C", "O", "C", "C", "N", "C", "C", "C", "C", "C", "C", "N", "C", "H", "H", "H", "H", "H", "H", "H", "H", "H", "H", "H", "C", "C", "N", "C", "S", "N", "C", "C", "H", "H", "H", "H", "H", "H", "H", "H", "H", "H", "H", "H", "O", "C", "N"], "positions_angstrom": [[-0.026150, 0.445557, 0.439904], [0.916526, -1.433805, 2.246368], [1.852041, -2.308459, 1.688227], [3.173960, -1.927930, 1.562627], [3.589867, -0.673398, 2.011517], [2.677446, 0.188929, 2.583058], [1.329923, -0.178419, 2.692197], [-0.104779, -1.755667, 2.412895], [1.551600, -3.302462, 1.393545], [3.898943, -2.615284, 1.146128], [4.631923, -0.391847, 1.938769], [3.022689, 1.136715, 2.975532], [0.625655, 0.434224, 3.243581], [-6.560656, 3.941712, 1.924070], [-4.831653, 2.800249, 1.791360], [-4.171382, 2.412834, 2.951762], [-3.012342, 1.653697, 2.873822], [-2.008358, 1.089807, 4.595290], [-2.537710, 1.287189, 1.620960], [-1.398294, 0.562928, 1.478239], [-3.188984, 1.670071, 0.448133], [-2.673551, 1.176037, -0.874146], [-1.202723, 1.396361, -1.044959], [-0.848253, 2.822536, -1.244708], [-0.131812, 3.392163, -0.053014], [0.058336, 4.759864, 0.057323], [0.701207, 5.264204, 1.171402], [1.118398, 4.377978, 2.155767], [0.899472, 3.031500, 1.972405], [0.301598, 2.533114, 0.877229], [-4.341208, 2.431711, 0.542278], [-4.557870, 2.705040, 3.918341], [-2.849707, 0.105805, -0.988877], [-3.198059, 1.684988, -1.684410], [-0.926592, 0.873367, -1.872731], [-0.233736, 2.918800, -2.140770], [-1.757561, 3.402255, -1.411556], [-0.306219, 5.413820, -0.723767], [0.861957, 6.328106, 1.280240], [1.603101, 4.721064, 3.058259], [1.197686, 2.325110, 2.727598], [-4.867476, 2.731322, -0.355205], [0.502644, -1.775400, -4.336340], [1.254451, -1.421360, -3.064729], [1.242643, -2.530083, -2.104094], [0.322290, -2.766595, -1.182491], [-0.896358, -1.612751, -0.687649], [0.246567, -3.963813, -0.619357], [1.022124, -5.150020, -1.004653], [0.495505, -5.816699, -2.267893], [0.550396, -0.946743, -5.042351], [-0.545041, -1.991247, -4.122743], [0.942634, -2.645751, -4.824083], [0.818935, -0.559978, -2.567602], [2.298877, -1.192233, -3.273698], [1.837020, -3.308922, -2.352923], [-0.503216, -4.077661, 0.045961], [0.975612, -5.834322, -0.159626], [2.073750, -4.867056, -1.099555], [-0.530638, -6.152509, -2.126255], [1.107072, -6.685106, -2.507860], [0.516672, -5.141901, -3.124801], [3.712212, 0.161272, -1.490376], [2.680893, 0.337669, -0.990906], [1.597706, 0.509425, -0.480659]], "forces_ev_per_a": [[0.2, 0.1, -0.3], [0.0, 0.0, 0.0], [0.0, 0.0, 0.0], [0.0, 0.0, 0.0], [0.0, 0.0, 0.0], [0.0, 0.0, 0.0], [0.1, 0.0, 0.0], [0.0, 0.0, 0.0], [0.0, 0.0, 0.0], [0.0, 0.0, 0.0], [0.0, 0.0, 0.0], [0.0, 0.0, 0.0], [0.0, 0.0, 0.0], [0.0, 0.0, 0.0], [0.0, 0.0, 0.0], [0.0, 0.0, 0.0], [0.0, 0.0, -0.1], [0.0, 0.0, 0.0], [0.0, 0.0, 0.0], [-0.3, -0.1, 0.2], [0.0, 0.0, 0.0], [0.0, 0.1, 0.0], [0.2, -0.1, 0.0], [0.0, 0.1, 0.1], [0.0, 0.0, -0.1], [0.0, 0.0, 0.0], [0.0, 0.0, 0.0], [0.0, 0.0, 0.0], [0.0, 0.0, 0.0], [0.0, 0.0, 0.1], [0.0, 0.0, 0.0], [0.0, 0.0, 0.0], [0.0, 0.0, 0.0], [0.0, 0.0, 0.0], [-0.1, 0.0, 0.0], [0.1, 0.0, 0.0], [0.0, 0.0, -0.1], [0.0, 0.0, 0.0], [0.0, 0.0, 0.0], [0.0, 0.0, 0.0], [0.0, 0.0, 0.0], [0.0, 0.0, 0.0], [0.0, 0.0, 0.0], [-0.1, 0.0, -0.1], [0.0, 0.0, 0.0], [-0.1, 0.0, -0.1], [0.2, 0.1, 0.1], [-0.1, 0.0, -0.1], [0.0, 0.0, 0.0], [0.0, 0.0, 0.0], [0.0, 0.0, 0.0], [0.0, 0.0, 0.0], [0.0, 0.0, 0.0], [0.0, 0.0, -0.1], [0.0, 0.0, 0.0], [0.0, 0.0, 0.0], [0.0, 0.0, 0.0], [0.0, 0.0, 0.0], [0.0, 0.0, 0.0], [0.0, 0.0, 0.0], [0.0, 0.0, 0.0], [0.0, 0.0, 0.0], [0.0, 0.0, 0.0], [0.0, 0.1, 0.1], [-0.1, -0.1, -0.1]], "nbo_charge": [1.4839, -0.2415, -0.2073, -0.1645, -0.1873, -0.2005, -0.2456, 0.2486, 0.2246, 0.2358, 0.2450, 0.2309, 0.2414, 0.2630, -0.1437, -0.2484, -0.1624, 0.2516, 0.1867, -0.6361, -0.0143, -0.2490, -0.5928, -0.2732, 0.2296, -0.2240, -0.0960, -0.2253, 0.0735, -0.4957, -0.2301, 0.2571, 0.2493, 0.2319, 0.4237, 0.2505, 0.2431, 0.2470, 0.2531, 0.2550, 0.2146, 0.2405, -0.6252, -0.2188, -0.5614, 0.4173, -0.1921, -0.5516, -0.2398, -0.6241, 0.2386, 0.2180, 0.2253, 0.2039, 0.2303, 0.4169, 0.4333, 0.2398, 0.1997, 0.2324, 0.2478, 0.2066, -0.4544, 0.9027, -0.8878], "largest_force_ev_per_a": 0.35, "spin_multiplicity": 2, "s_squared": 0.784, "total_charge": 2, "homo_energy_ev": [-13.4097, -13.4322], "de_lowest_kcal_mol": 6.25, "lumo_energy_ev": [-7.73, -6.91], "total_energy_ev": -90654.390}